{
  "formula": "C7H13NO2S",
  "method": "ωB97M-V/def2-TZVPD",
  "fmax_ev_per_a": 3.39,
  "multiplicity": 1,
  "relative_energy_ev": 0.706,
  "mol_weight_da": 175.3,
  "smiles": "CSN1C(=O)OC[C@H]1C(C)C",
  "orbital_gap_ev": 9.802,
  "lumo_energy_ev": 0.66,
  "species": ["H", "C", "H", "H", "C", "N", "C", "H", "O", "H", "H", "O", "H", "C", "H", "H", "H", "S", "C", "H", "C", "H", "C", "H"],
  "xyz": [[-1.14676, -2.04486, -1.12199], [3.24289, -0.83303, 0.44150], [3.85325, 0.06751, 0.11302], [-2.81169, -1.90138, -0.54268], [-0.27283, 0.12438, 0.67854], [0.80340, 0.10704, -0.29242], [-1.78389, -1.80824, -0.28141], [3.88461, -1.68642, 0.37108], [0.59127, 2.19819, 0.13201], [-1.24773, 0.17805, -2.08329], [-1.52024, -2.41503, 0.58720], [1.85161, 1.73670, -1.59316], [-2.35690, -0.00077, 0.77453], [-0.15885, 1.56760, 1.16851], [0.01776, -0.39753, 1.58893], [-1.13366, 2.03364, 1.38919], [2.96402, -0.66903, 1.47479], [1.77612, -1.29640, -0.55330], [-1.59988, -0.31057, 0.05269], [-1.75730, 1.57353, -1.03274], [-1.87947, 0.49972, -1.16331], [-2.88898, 0.42458, -1.54490], [1.15674, 1.34920, -0.69847], [0.41649, 1.50312, 2.13566]],
  "forces_ev_per_angstrom": [[0.10, -0.34, -0.23], [0.16, 1.17, -0.45], [-1.12, -1.03, -0.11], [-0.76, -0.54, -0.27], [0.20, -0.28, 0.48], [0.69, -2.58, -0.17], [1.08, 1.29, 1.05], [0.45, -0.61, 0.08], [-1.41, 2.62, 1.62], [-0.69, 0.57, 1.61], [-0.15, -0.20, -0.20], [0.33, -0.58, -0.26], [-0.17, -0.28, 0.35], [0.17, -0.62, 0.53], [-0.29, -1.08, -0.38], [0.50, 0.18, -0.53], [-0.13, -0.13, 0.23], [0.22, 1.42, 0.19], [-0.23, -0.02, 0.64], [0.35, 0.10, 0.12], [0.75, 0.39, -2.89], [-0.48, -0.41, 0.23], [0.71, 0.25, -0.64], [-0.27, 0.70, -1.01]],
  "mulliken_charge": [0.340, -0.853, 0.260, 0.469, 0.049, -0.021, -1.540, 0.366, -0.355, 0.249, 0.333, -0.615, 0.326, -0.527, 0.397, 0.335, 0.276, -0.028, 0.395, 0.365, -1.541, 0.467, 0.546, 0.306]
}